87
Properties=species:S:1:pos:R:3 method="wB97M-V/def2-TZVPD" total_charge=0 homo_ev=-9.46 max_force_ha_per_bohr=0.077 smiles="COC[C@@H](Br)OCCC(=O)I.O=S1(=O)OCCO1.O=S1(=O)OCCO1.O=S1(=O)OCCO1.O=S1(=O)OCCO1.O=S1(=O)OCCO1.O=S1(=O)OCCO1"
C -3.5282 -3.3064 3.0146
O -3.2840 -3.1317 1.6306
C -2.7156 -4.2459 1.0197
C -1.1537 -4.2721 1.1348
Br -0.3694 -4.8011 -0.6164
O -0.6573 -3.0365 1.4711
C 0.5822 -3.1594 2.1646
C 1.3013 -1.8311 2.2605
C 1.9020 -1.3622 0.9525
O 2.3852 -2.0253 0.1604
I 1.8784 0.7998 0.5807
H -3.4992 -4.3611 3.3239
H -2.7843 -2.7898 3.6370
H -4.5191 -2.9379 3.2875
H -3.1004 -5.2074 1.3789
H -2.9379 -4.1897 -0.0441
H -0.8813 -5.0684 1.8339
H 0.3292 -3.4509 3.1955
H 1.2023 -3.9570 1.7447
H 2.1327 -1.9577 2.9642
H 0.6469 -1.0791 2.7028
C 0.4479 4.1948 -2.9790
C 1.1046 5.5559 -3.0815
O 1.5869 5.8229 -1.7608
S 2.0164 4.4428 -1.0592
O 3.4172 4.2756 -1.2004
O 1.3675 4.3548 0.1959
O 1.2881 3.4496 -2.0933
H -0.5459 4.2644 -2.5306
H 0.3765 3.6946 -3.9418
H 0.4124 6.3320 -3.3975
H 1.9610 5.5346 -3.7595
C 5.6816 1.1685 0.1574
C 6.3143 0.4648 -1.0215
O 7.6999 0.3409 -0.6649
S 7.8249 0.1567 0.9233
O 7.9589 -1.2214 1.2190
O 8.7487 1.1228 1.4081
O 6.3397 0.6161 1.3094
H 5.8789 2.2427 0.1322
H 4.6083 0.9990 0.2149
H 6.2074 1.0235 -1.9472
H 5.9056 -0.5398 -1.1531
C -7.7602 0.9439 1.9378
C -6.6399 0.3552 1.1112
O -5.5581 0.1861 2.0400
S -6.1501 -0.1531 3.4902
O -6.1223 -1.5599 3.6804
O -5.5830 0.7434 4.4288
O -7.6708 0.2775 3.2042
H -7.6133 2.0136 2.1009
H -8.7374 0.7761 1.4916
H -6.3490 1.0045 0.2921
H -6.9078 -0.6289 0.7191
C -2.6881 -9.1943 -1.6237
C -3.3248 -8.7177 -2.9123
O -4.4989 -8.0123 -2.4947
S -4.2223 -7.3088 -1.0758
O -3.8653 -5.9561 -1.2984
O -5.2554 -7.6801 -0.1819
O -2.8871 -8.1207 -0.6991
H -3.1935 -10.0808 -1.2339
H -1.6271 -9.4030 -1.7372
H -3.5891 -9.5368 -3.5760
H -2.6754 -8.0158 -3.4409
C -5.2950 3.8075 -3.5580
C -6.5571 4.5873 -3.2551
O -7.3741 3.6724 -2.5155
S -6.4372 2.7094 -1.6378
O -6.3683 3.2241 -0.3181
O -6.8015 1.3673 -1.9083
O -5.0506 3.0342 -2.3771
H -5.4421 3.1197 -4.3933
H -4.4474 4.4553 -3.7674
H -7.0717 4.9163 -4.1539
H -6.3494 5.4503 -2.6184
C 10.2408 4.6313 2.2909
C 9.9360 3.8941 1.0062
O 9.3826 4.8963 0.1385
S 10.0612 6.3151 0.4614
O 11.1098 6.5435 -0.4654
O 9.0317 7.2634 0.6819
O 10.7190 5.9173 1.8733
H 9.3385 4.7794 2.8883
H 10.9923 4.1248 2.8913
H 9.2342 3.0797 1.1497
H 10.8484 3.5099 0.5436

---

64
Properties=species:S:1:pos:R:3 method="wB97M-V/def2-TZVPD" total_charge=0 homo_ev=-10.49 de_lowest_kcal_mol=0.00 max_force_ha_per_bohr=0.043 smiles=CCCC#N.CCCC#N.ClCCCl.ClCCCl.ClCCCl.ClCCCl.ClCCCl
C -0.8283 -1.3546 0.1904
C -0.8226 -0.7484 1.5815
C -0.8617 0.8412 1.5923
C 0.3137 1.5249 0.9842
N 1.1992 1.9984 0.4172
H -1.1200 -2.4012 0.1036
H 0.2157 -1.4153 -0.1169
H -1.3242 -0.8064 -0.6106
H 0.0100 -1.1108 2.1844
H -1.7645 -1.0917 2.0094
H -1.0684 1.2450 2.5834
H -1.7383 1.1755 1.0375
C 3.7980 -4.1211 -3.5258
C 3.8702 -5.1445 -4.6092
C 3.2430 -6.4460 -4.1487
C 1.9132 -6.3075 -3.5568
N 0.8290 -6.1834 -3.1628
H 4.3986 -4.4183 -2.6661
H 2.7872 -4.0259 -3.1292
H 4.1851 -3.1295 -3.7602
H 4.9256 -5.2695 -4.8513
H 3.2984 -4.8464 -5.4880
H 3.8669 -6.8785 -3.3665
H 3.2632 -7.2209 -4.9150
Cl 1.6418 5.5046 9.2865
C 1.3449 5.6883 7.6035
C 1.8939 4.4782 6.8125
Cl 1.1260 2.9446 7.2852
H 1.8273 6.6272 7.3317
H 0.2808 5.8398 7.4220
H 2.9698 4.3429 6.9229
H 1.7793 4.5891 5.7342
Cl -0.8520 3.0673 -4.0358
C 0.6680 3.3791 -4.9466
C 1.5237 2.0774 -4.9874
Cl 0.7599 0.8735 -5.9522
H 1.1983 4.1712 -4.4179
H 0.3946 3.7448 -5.9364
H 1.7178 1.6579 -4.0002
H 2.4846 2.2580 -5.4692
Cl -6.7546 1.1193 2.5050
C -8.2892 1.0478 1.6504
C -8.0396 0.6746 0.1430
Cl -7.6016 -1.0937 0.0270
H -8.6857 2.0599 1.7306
H -9.0410 0.4105 2.1159
H -7.1577 1.2271 -0.1812
H -8.9793 0.6939 -0.4089
Cl -3.2359 -7.2821 2.2030
C -4.6739 -6.2688 1.9235
C -5.8145 -7.1869 1.4921
Cl -6.1455 -8.3515 2.7643
H -4.4839 -5.5207 1.1538
H -4.9283 -5.8178 2.8827
H -5.6564 -7.7042 0.5457
H -6.7412 -6.6566 1.2729
Cl 5.8359 8.4683 -1.5454
C 6.2946 6.7620 -1.3400
C 7.0669 6.4905 -0.0725
Cl 5.9917 6.3552 1.3979
H 6.9006 6.4357 -2.1852
H 5.3795 6.1846 -1.4716
H 7.7917 7.2922 0.0687
H 7.6196 5.5515 -0.1014

---

69
Properties=species:S:1:pos:R:3 method="wB97M-V/def2-TZVPD" total_charge=-1 homo_ev="-4.68 / -4.63" max_force_ha_per_bohr=0.084 multiplicity=3
Cu -0.3450 -0.1102 -0.4609
C -2.1475 2.6183 3.0485
C -2.4227 1.9330 1.6306
O -3.5860 2.1758 1.1833
O -1.6650 1.0595 1.1439
H -2.5351 3.6367 3.0776
H -1.0765 2.8149 3.0966
H -2.6401 2.1438 3.8972
C 0.0392 4.0721 -2.1552
C -0.9081 2.8800 -1.9899
O -0.3717 1.7231 -1.7594
O -2.1648 2.9759 -1.9013
H 1.0979 3.8763 -1.9850
H -0.1048 4.7446 -1.3096
H -0.1904 4.7052 -3.0123
C -3.5028 -2.3443 -2.0927
C -3.5915 -0.9199 -1.6261
O -2.5800 -0.2500 -1.4367
O -4.7323 -0.3469 -1.5715
H -4.1518 -3.0096 -1.5231
H -2.4542 -2.6356 -2.0326
H -3.7781 -2.5266 -3.1315
C 1.2816 -1.6925 -2.9578
O 2.0887 -0.4803 -2.7944
O 0.5763 -1.7345 -1.7797
C 0.3724 -1.5677 -4.2726
F 1.1700 -1.4773 -5.4178
F -0.2460 -2.7480 -4.3887
F -0.5163 -0.6155 -4.2938
C 3.2809 -0.4404 -3.5125
C 3.9346 0.8543 -3.1470
H 5.0170 0.8356 -3.2747
H 3.4801 1.7233 -3.6227
H 3.8648 1.1518 -2.1007
H 3.2145 -0.3747 -4.5985
H 4.0583 -1.1966 -3.4038
H 2.0500 -2.4550 -3.0853
C 1.9056 2.9449 0.6858
C 2.3901 1.5178 0.9578
C 2.0876 1.0405 2.3849
O 2.8619 1.6751 3.3940
C 2.5896 1.0860 4.6596
N 1.8993 0.6042 -0.0726
H 2.2939 3.5783 1.4834
H 0.8162 2.9808 0.6888
H 2.1907 3.3052 -0.3026
H 3.4742 1.4515 0.8665
H 2.3490 -0.0099 2.5131
H 1.0180 0.9362 2.5670
H 1.5284 0.9644 4.8771
H 2.9574 1.7960 5.4003
H 3.1285 0.1399 4.6088
H 2.1048 1.0874 -0.9354
H 2.6823 -0.0292 -0.1503
C -2.2941 -3.8771 1.2173
C -3.1003 -2.6671 1.7111
C -2.4245 -2.0361 2.8486
S -0.7079 -2.2229 2.3784
O 0.1085 -2.1201 3.5651
O -0.4060 -1.3470 1.2676
C -0.8560 -3.9088 1.7278
H -2.2749 -3.8664 0.1275
H -2.8346 -4.7833 1.4907
H -4.1223 -2.7910 2.0694
H -3.0988 -1.9944 0.8535
H -2.5703 -2.7434 3.6650
H -2.6892 -1.0595 3.2541
H -0.8618 -4.5385 2.6174
H 0.0394 -4.1119 1.1403

---

67
Properties=species:S:1:pos:R:3 method="wB97M-V/def2-TZVPD" total_charge=+1 homo_ev=-12.75 max_force_ha_per_bohr=0.050 smiles="CCCCN1C(NC(=O)NC(=O)F)=[NH+][C@](CCCCS(=O)(=O)O)(CCC(N)=O)O[C@H]1NCC"
C 3.6766 -4.2973 -0.5788
C 3.2970 -3.4936 -1.8362
C 1.8189 -3.5739 -2.2136
C 0.8267 -3.1964 -1.0818
N 0.4130 -1.7916 -1.1652
C 1.2645 -0.8947 -0.6946
N 2.3628 -1.1541 -0.0322
C 3.2829 -0.1264 0.4174
O 3.8483 0.5696 -0.3861
N 3.5148 -0.0598 1.7773
C 4.2684 1.1232 2.1119
O 3.7616 2.1678 2.4352
F 5.5529 0.9074 2.0768
N 0.9379 0.4577 -0.8825
C -0.3747 0.6721 -0.2120
C -0.7859 2.0864 -0.6360
C -2.1938 2.4963 -0.1784
C -2.1304 3.9062 0.4360
C -1.8502 4.9775 -0.6417
S -0.3851 5.9335 -0.3302
O -0.1455 6.1251 1.0608
O -0.5264 7.1434 -1.0614
O 0.7977 5.0860 -0.9815
C -0.2271 0.6721 1.3278
C -1.3989 0.0603 2.1088
C -1.4516 0.6658 3.4879
N -1.6915 -0.2459 4.5528
O -1.2866 1.8409 3.6881
O -1.3507 -0.2097 -0.7116
C -0.9795 -1.5331 -0.6234
N -1.9542 -2.3310 -1.3276
C -3.2841 -1.7296 -1.4384
C -4.2436 -2.8335 -1.9244
H 4.5419 -4.9051 -0.7807
H 2.8638 -4.8857 -0.1720
H 4.0026 -3.6273 0.2189
H 3.8463 -3.9191 -2.6653
H 3.6343 -2.4655 -1.7719
H 1.5731 -2.9377 -3.0543
H 1.5997 -4.6018 -2.4653
H -0.0061 -3.8677 -1.1935
H 1.2404 -3.4279 -0.0995
H 2.6142 -2.1167 0.1690
H 2.6669 0.0056 2.3312
H 0.6964 0.5048 -1.8722
H -0.7441 2.0974 -1.7221
H -0.0236 2.7539 -0.2586
H -2.8744 2.4877 -1.0195
H -2.6038 1.8606 0.5942
H -3.0050 4.1216 1.0325
H -1.2884 3.8947 1.1197
H -2.6677 5.6766 -0.6670
H -1.7239 4.4790 -1.5932
H 1.6219 5.4822 -0.6690
H -0.1038 1.7009 1.6330
H 0.6715 0.1714 1.6702
H -2.3489 0.0991 1.5947
H -1.1881 -0.9938 2.2592
H -0.8162 -0.6291 4.8822
H -2.1124 0.2748 5.3088
H -0.9733 -1.8804 0.4159
H -2.0263 -3.2199 -0.8618
H -3.6845 -1.3684 -0.4935
H -3.3102 -0.9712 -2.1993
H -4.0048 -3.7988 -1.5003
H -5.2616 -2.5419 -1.7100
H -4.1704 -2.8727 -3.0032

---

95
Properties=species:S:1:pos:R:3 method="wB97M-V/def2-TZVPD" total_charge=-1 homo_ev=-7.11 de_lowest_kcal_mol=282.06 max_force_ha_per_bohr=0.110
Hg -0.2547 4.6721 -2.2636
P -0.4970 0.7703 -1.0851
O -0.5800 1.9735 -0.0443
O -0.6055 -0.7174 -0.5708
O 0.7382 1.1949 -1.8697
O -1.5628 1.3309 -2.0748
C 4.4365 0.1604 3.1798
C 5.8230 -0.2690 2.8030
O 6.1782 -1.2555 3.6962
S 5.1314 -1.1849 5.0212
O 5.7332 -1.0294 6.3471
O 4.1028 -2.2788 4.8317
O 4.5006 0.2274 4.5792
H 3.7946 -0.6780 2.9093
H 4.0676 1.0615 2.6900
H 6.4713 0.5793 3.0224
H 6.2055 -0.5082 1.8108
C -2.5712 -1.9560 5.4660
C -2.5440 -0.4969 5.3033
O -3.0413 0.0699 6.4912
S -2.5678 -0.8119 7.7954
O -3.6414 -0.8286 8.7819
O -1.1596 -0.5373 8.1307
O -2.6418 -2.2076 6.8650
H -1.7002 -2.3532 4.9447
H -3.4686 -2.2668 4.9310
H -3.1747 -0.2398 4.4524
H -1.5451 -0.1679 5.0169
C 5.3002 -4.3221 -2.3777
C 5.0197 -3.2587 -3.3718
O 6.0499 -3.2072 -4.3555
S 7.4156 -3.9325 -3.7396
O 8.0660 -3.1055 -2.7247
O 8.2093 -4.4960 -4.9043
O 6.4563 -4.9640 -2.9250
H 4.4157 -4.9591 -2.3693
H 5.5042 -3.9789 -1.3634
H 5.0331 -2.3533 -2.7651
H 4.0175 -3.3074 -3.7977
C -4.0006 -5.6719 -1.2395
C -5.1917 -4.6531 -1.3301
O -5.8023 -5.0861 -2.5645
S -5.5220 -6.7657 -2.8975
O -4.6737 -6.7332 -4.0897
O -6.7863 -7.4761 -2.8983
O -4.5436 -6.9070 -1.5816
H -3.6352 -5.7151 -0.2135
H -3.2375 -5.4155 -1.9745
H -4.9253 -3.5998 -1.4185
H -5.9365 -4.8138 -0.5506
C -0.8118 -0.7156 -8.0243
C -0.9290 -2.0287 -7.0879
O 0.0360 -2.9509 -7.6078
S 0.6346 -2.4759 -9.1167
O 0.2850 -3.4543 -10.1201
O 1.9821 -1.9477 -9.2213
O -0.4697 -1.1896 -9.2545
H 0.0441 -0.1177 -7.7111
H -1.7128 -0.1137 -8.1425
H -1.9303 -2.3916 -7.3200
H -0.7088 -1.9540 -6.0230
C 7.0034 4.1255 -2.7983
C 7.5581 5.4396 -2.1783
O 8.8961 5.0000 -1.7698
S 9.5982 4.1144 -2.9547
O 10.3003 2.9040 -2.4894
O 10.2529 4.9194 -3.9330
O 8.0716 3.7005 -3.6552
H 6.0639 4.4194 -3.2664
H 6.7668 3.3759 -2.0432
H 6.9564 5.8894 -1.3885
H 7.5956 6.2876 -2.8621
C -7.5144 1.3038 -1.3896
C -7.1080 1.8184 -0.0291
O -8.2237 1.7762 0.7749
S -9.1311 0.4064 0.4599
O -10.5623 0.8440 0.4893
O -8.6994 -0.7810 1.1083
O -8.6099 0.5366 -1.1714
H -6.7937 0.7092 -1.9510
H -7.9185 2.0808 -2.0385
H -6.8083 2.8643 -0.0950
H -6.3004 1.1276 0.2134
O -5.3990 5.9409 7.1744
C -4.2613 5.7228 6.8324
O -3.3183 5.5384 7.8205
C -1.9806 5.6032 7.3875
C -2.1244 5.8812 5.8998
C -3.6011 5.7698 5.4928
H -1.5685 4.6579 7.7405
H -1.5288 6.5245 7.7552
H -1.4066 5.1472 5.5335
H -1.8333 6.8712 5.5488
H -3.6171 4.8320 4.9374
H -4.0333 6.4573 4.7657

---

69
Properties=species:S:1:pos:R:3 method="wB97M-V/def2-TZVPD" total_charge=0 homo_ev="-7.85 / -7.86" de_lowest_kcal_mol=28.50 max_force_ha_per_bohr=0.079
Ir -0.1766 -0.2733 -0.0656
O -1.9397 3.8961 4.0450
C -1.6300 2.9309 3.1578
C -1.3128 1.6298 3.5496
C -1.0184 0.7107 2.5718
N -1.0323 1.0453 1.2892
C -1.3250 2.2820 0.8955
C -1.6315 3.2655 1.8035
C -1.2865 2.4663 -0.6054
O -1.5956 3.5401 -1.0812
O -0.9012 1.4091 -1.2290
C -0.6987 -0.7405 2.8247
O -0.5893 -1.1345 3.9695
O -0.6185 -1.4189 1.7384
H -1.9473 3.5326 4.9392
H -1.2957 1.3111 4.5846
H -1.8743 4.2605 1.4585
C 1.9208 -2.8185 1.2378
N 3.1289 -2.0306 0.9328
C 3.8577 -2.5420 -0.2280
P 3.0329 -0.4124 1.2092
O 1.6835 0.1831 1.4035
O 3.8113 0.2343 -0.0678
P 3.0213 0.7636 -1.3909
O 1.7000 0.1141 -1.5378
N 4.0795 0.4383 -2.6007
C 3.5033 0.0603 -3.8914
C 5.4433 -0.0245 -2.3865
N 2.9624 2.3958 -1.2482
C 1.9457 2.9637 -0.3660
C 4.2217 3.1310 -1.2330
N 3.9933 -0.0812 2.4912
C 3.7866 1.1664 3.2228
C 5.3602 -0.5794 2.5102
H 2.2189 -3.8602 1.3623
H 1.1762 -2.7569 0.4412
H 1.4601 -2.4750 2.1599
H 4.1048 -3.5871 -0.0400
H 4.7830 -1.9920 -0.3752
H 3.2598 -2.4862 -1.1450
H 2.4896 0.4443 -3.9756
H 3.4727 -1.0262 -4.0113
H 4.1058 0.4861 -4.6954
H 5.7953 0.2676 -1.4010
H 6.0996 0.4243 -3.1351
H 5.5160 -1.1130 -2.4768
H 1.0611 2.3434 -0.4077
H 1.6837 3.9624 -0.7151
H 2.2917 3.0238 0.6724
H 4.8970 2.7286 -1.9850
H 4.7104 3.0914 -0.2519
H 4.0193 4.1749 -1.4732
H 2.7469 1.4702 3.1359
H 4.4317 1.9693 2.8487
H 4.0119 1.0035 4.2775
H 5.4044 -1.5542 2.0280
H 5.6846 -0.6968 3.5448
H 6.0502 0.1063 2.0054
C -3.2938 -1.4930 -1.7278
C -2.3476 -2.1254 -0.7161
C -2.4179 -3.6442 -0.7453
O -1.0151 -1.7436 -0.9715
H -4.3322 -1.7272 -1.4835
H -3.0686 -1.8702 -2.7279
H -3.1601 -0.4096 -1.7282
H -2.6462 -1.7983 0.2869
H -2.1101 -4.0153 -1.7254
H -3.4408 -3.9689 -0.5462
H -1.7579 -4.0629 0.0152